1.
C3H8BBrO2 | ωB97M-V with the def2-TZVPD basis set

Values from the calculation:
HOMO level in eV: -9.45
SMILES string: CC[C@@H](Br)B(O)O
LUMO level in eV: 0.19
Orbital gap in hartree: 0.354
Net charge: 0

Each line ends with the Mulliken charge.
Cartesian coordinates (Å):
H -1.86324 -0.91186 0.41236  0.35
Br -0.85266 0.21093 2.28591  -0.20
H 2.62515 -1.07012 0.48771  0.26
O -1.99842 0.82211 -1.29135  -0.46
H 1.83043 -0.03785 -0.71831  0.31
H 0.08177 2.56567 -1.11686  0.29
B -0.97454 0.86552 -0.46186  0.58
C 1.65127 -0.45497 0.23154  -1.04
H 0.45545 -2.04147 1.09741  0.36
H -2.44429 1.64851 -1.56142  0.31
C -0.77083 -0.50655 0.40888  -0.44
H 1.70543 0.41387 0.83682  0.39
H 0.12812 -2.01294 -0.49688  0.33
O -0.02460 1.87890 -0.40099  -0.57
C 0.45096 -1.36976 0.28705  -0.46

=====

2.
C7H6FNO2 | ωB97M-V with the def2-TZVPD basis set

Values from the calculation:
HOMO level (spin up / spin down) in eV: -8.34 / -8.33
LUMO level (spin up / spin down) in eV: -0.87 / -0.87
Orbital gap (spin up / spin down) in hartree: 0.274 / 0.274
Net charge: 0

Each line ends with the Mulliken charge.
Cartesian coordinates (Å):
H 2.01508 -0.71421 0.35124  0.31
O 0.01253 -0.51298 -3.76042  -0.53
N 0.14536 -0.90616 -2.63238  0.64
H -1.36548 1.62709 -0.41853  0.46
H 0.89882 -1.60282 2.61652  0.24
C -0.94465 0.94387 0.21659  -0.54
C 0.42011 -0.88572 1.82294  -0.48
C 0.83897 0.86676 -1.45997  -0.19
H -2.29034 0.97866 1.89434  0.48
C 0.33418 0.53891 -0.15425  0.69
O -0.06191 -1.95114 -2.10947  -0.48
C -0.83281 -0.37816 2.21377  -0.28
H -1.24384 -0.59327 3.17327  0.37
C 1.00106 -0.40155 0.68611  -0.19
H 0.43412 1.56379 -2.19175  0.41
C -1.45773 0.58634 1.46952  -0.68
F 2.09650 0.84058 -1.71753  -0.21

=====

3.
C3H5NOS | ωB97M-V with the def2-TZVPD basis set

Values from the calculation:
HOMO level in eV: -8.49
SMILES string: C=CS/C=N\O
LUMO level in eV: 0.83
Orbital gap in hartree: 0.342
Net charge: 0

Each line ends with the Mulliken charge.
Cartesian coordinates (Å):
N 2.44696 0.42485 -0.02340  -0.39
S 0.13423 -0.75891 -0.15461  0.00
H 0.88748 1.67587 -0.32410  0.38
O 2.75645 -0.89333 0.08647  -0.37
C 1.23070 0.64667 -0.15585  -0.02
H 3.74545 -0.94450 0.13891  0.36
H -3.35966 0.27438 0.23622  0.25
H -1.16585 1.18531 0.28173  0.18
C -1.33121 0.13798 0.05840  0.04
C -2.54470 -0.35204 0.00390  -0.69
H -2.79984 -1.39628 -0.14767  0.25

=====

Which E_tot belongs to each record? In order, -2868.5234; -575.2639; -645.3976 Ha.
Which relative energy (zero: lowest compared OMol25 entry of this formula, charge and spin) belongs to each record? In order, 10.2; 98.0; 71.6 kcal per mole.